No. 1
ORCA calculation (ωB97M-V/def2-TZVPD) on 14 unconnected molecules or ions with the total composition C35H72Cl26NO2.

The geometry in XYZ format:
```
136
Properties=species:S:1:pos:R:3:forces:R:3
C 4.7848 -1.4751 -0.5146 -0.15 1.14 0.73
C 4.9107 -0.6513 -1.8351 0.29 -0.61 0.12
O 4.1300 -1.1834 -2.8907 0.62 0.93 0.64
C 2.6960 -0.9170 -2.6924 -2.05 -1.27 -1.29
N 1.9243 -2.1058 -2.8423 0.10 1.04 1.24
C 1.6394 -2.6903 -1.5482 0.02 -0.53 -0.14
C 0.2213 -3.3374 -1.4535 0.35 -0.46 -0.46
C -0.8995 -2.6022 -2.2424 0.73 -0.27 0.21
C -0.8719 -1.0397 -2.1937 -1.69 -0.67 -0.33
C -2.1920 -0.5036 -1.5265 0.61 0.89 -0.75
O -2.0628 -0.0306 -0.1851 -0.20 -0.50 0.06
C -1.1878 -0.8326 0.6004 0.22 0.62 0.46
H 4.0881 -1.0121 0.2054 0.14 -0.17 -0.34
H 5.7907 -1.4727 -0.0441 -0.57 -0.14 -0.02
H 4.5071 -2.5267 -0.6953 -0.56 1.81 0.91
H 5.9734 -0.7141 -2.1382 -0.49 0.11 -0.17
H 4.6913 0.4194 -1.6610 0.07 -0.38 0.07
H 2.3692 -0.2368 -3.5201 0.65 -0.01 0.25
H 2.5088 -0.3724 -1.7278 0.52 -0.40 -0.33
H 1.7757 -1.9881 -0.6786 -0.13 -0.09 -0.42
H 2.3709 -3.5319 -1.3557 -2.38 1.49 0.34
H 0.3108 -4.3501 -1.9040 -0.14 0.41 0.18
H -0.0329 -3.5350 -0.3894 0.01 0.31 -0.43
H -0.8234 -2.9232 -3.2946 0.13 0.21 0.42
H -1.8682 -3.0118 -1.8845 0.31 0.43 -0.13
H 0.0473 -0.6089 -1.7824 -0.35 -0.22 0.05
H -0.9222 -0.6964 -3.2442 0.19 -0.06 0.48
H -2.5033 0.3790 -2.1226 -0.03 -0.27 0.49
H -3.0240 -1.2362 -1.5993 0.50 0.09 0.12
H -1.3990 -0.6128 1.6630 -0.01 -0.05 -0.42
H -1.3098 -1.9158 0.4409 0.08 0.37 -0.13
H -0.1537 -0.4941 0.4029 -0.25 -0.59 0.14
Cl 0.2476 2.8903 -2.3604 -0.06 0.00 0.06
C 1.7320 3.7847 -1.9462 0.10 0.11 -0.02
C 2.9012 2.8624 -1.6885 0.05 0.01 -0.12
Cl 2.6848 1.9185 -0.1976 0.09 0.02 0.02
H 1.5181 4.4082 -1.0795 -0.03 -0.11 0.03
H 1.9572 4.4355 -2.7912 0.04 -0.07 -0.02
H 3.8132 3.4470 -1.5670 -0.05 0.04 0.00
H 3.0521 2.1621 -2.5101 -0.09 -0.05 0.07
Cl 8.0989 0.4891 -0.7724 0.22 -0.12 0.02
C 8.6371 2.0148 -1.5120 0.10 0.08 0.13
C 7.4501 2.9073 -1.7632 0.10 0.20 -0.05
Cl 6.4443 2.2282 -3.0701 -0.12 0.17 -0.05
H 9.1693 1.7967 -2.4356 -0.05 -0.13 0.02
H 9.3365 2.4785 -0.8167 -0.09 0.06 0.02
H 7.7710 3.8970 -2.0880 0.07 -0.06 -0.04
H 6.8424 3.0215 -0.8667 -0.08 -0.14 -0.09
Cl 6.1433 -4.2874 -0.1016 0.15 -0.20 0.18
C 5.4772 -3.8851 -1.7066 0.54 -0.50 -1.13
C 4.0742 -4.4109 -1.8941 1.20 -0.23 -0.24
Cl 4.0326 -6.1940 -1.9924 0.01 -0.27 0.06
H 6.1579 -4.2782 -2.4600 0.03 -0.22 0.08
H 5.4721 -2.7976 -1.7837 0.45 -1.06 -0.67
H 3.6615 -4.0309 -2.8272 -0.08 0.22 0.00
H 3.4197 -4.1020 -1.0818 1.03 -0.76 0.06
Cl -6.9164 1.9723 2.7068 -0.17 0.15 0.13
C -5.2821 1.8534 1.9951 0.20 -0.12 -0.17
C -4.5777 0.5817 2.3949 0.09 -0.01 -0.27
Cl -4.1591 0.5681 4.1309 -0.13 -0.03 0.13
H -4.7210 2.7335 2.2977 -0.06 -0.03 0.08
H -5.4017 1.8795 0.9120 -0.03 -0.10 0.19
H -3.6433 0.4926 1.8378 -0.02 0.08 -0.03
H -5.1851 -0.2975 2.1872 -0.05 0.07 0.07
Cl -5.1868 6.1523 4.2361 0.05 0.01 -0.01
C -6.3424 4.9512 4.8700 -0.13 -0.11 0.02
C -7.0523 5.4415 6.1099 -0.12 -0.05 -0.11
Cl -5.9552 5.5695 7.5086 0.02 0.04 0.03
H -5.7986 4.0278 5.0590 0.02 0.05 0.01
H -7.0685 4.7629 4.0801 0.01 0.02 0.04
H -7.8368 4.7375 6.3857 0.07 -0.05 -0.03
H -7.5075 6.4168 5.9492 0.10 0.01 0.01
Cl 9.8225 -5.8708 0.5096 -0.01 0.02 0.02
C 9.5569 -7.5728 0.0565 0.09 -0.15 -0.04
C 9.0722 -7.7142 -1.3676 -0.09 -0.04 -0.07
Cl 7.4213 -7.0859 -1.5797 0.12 -0.11 -0.04
H 8.8492 -8.0031 0.7620 -0.06 0.10 -0.05
H 10.5124 -8.0844 0.1730 0.00 0.03 -0.05
H 9.0493 -8.7681 -1.6451 0.03 -0.01 0.08
H 9.7254 -7.1914 -2.0639 -0.01 0.05 0.07
Cl 12.2981 0.9114 -2.0760 -0.02 0.07 0.03
C 12.1191 -0.7951 -2.5597 0.03 -0.24 -0.04
C 11.6638 -0.9350 -3.9934 0.05 -0.02 -0.03
Cl 9.9885 -0.3804 -4.2162 0.05 0.08 0.00
H 11.4214 -1.2692 -1.8719 -0.06 0.11 -0.04
H 13.0953 -1.2632 -2.4359 0.00 0.05 -0.05
H 11.6922 -1.9835 -4.2887 -0.03 0.00 0.09
H 12.3009 -0.3714 -4.6725 -0.03 0.05 0.07
Cl -3.1490 4.5515 0.9126 0.06 0.06 0.02
C -3.6747 4.9535 -0.7408 -0.05 0.06 -0.18
C -4.8994 4.1686 -1.1534 -0.06 0.08 -0.01
Cl -4.5542 2.4348 -1.3476 0.11 0.00 -0.18
H -2.8355 4.7743 -1.4104 -0.02 -0.13 0.06
H -3.9030 6.0190 -0.7542 -0.05 -0.03 0.06
H -5.2626 4.5325 -2.1140 0.07 0.01 0.00
H -5.7026 4.2689 -0.4243 0.07 -0.01 0.04
Cl -10.5949 -1.1127 1.0214 -0.08 -0.01 -0.10
C -10.2248 0.5857 1.4264 -0.02 0.04 0.08
C -10.2383 1.4796 0.2101 -0.07 0.07 0.10
Cl -8.8834 1.1336 -0.8943 0.02 -0.01 -0.03
H -9.2587 0.6095 1.9272 -0.01 -0.03 -0.09
H -10.9834 0.9173 2.1337 0.11 -0.10 -0.23
H -10.1373 2.5195 0.5197 0.04 -0.05 0.07
H -11.1655 1.3768 -0.3508 0.06 -0.08 -0.01
Cl 6.5290 -2.3895 -8.0658 0.06 -0.06 -0.09
C 5.6301 -1.4345 -6.8555 -0.17 0.14 0.19
C 6.5226 -0.9385 -5.7435 -0.07 0.16 0.07
Cl 7.1030 -2.2627 -4.7052 -0.02 -0.06 -0.03
H 4.8213 -2.0518 -6.4711 0.09 -0.04 0.05
H 5.1938 -0.5867 -7.3820 0.07 0.01 0.01
H 5.9646 -0.2562 -5.1014 -0.12 -0.14 0.02
H 7.3917 -0.4099 -6.1326 0.03 -0.11 -0.04
Cl -11.6404 2.8638 3.4878 -0.04 0.27 0.17
C -12.8427 1.7128 4.1253 -0.14 -0.15 -0.01
C -13.5457 2.2458 5.3516 -0.09 -0.03 -0.04
Cl -12.4564 2.3544 6.7561 0.01 0.04 0.00
H -12.3327 0.7736 4.3335 0.06 0.08 0.05
H -13.5684 1.5397 3.3309 -0.01 0.06 0.04
H -14.3571 1.5743 5.6300 0.06 -0.04 -0.04
H -13.9644 3.2341 5.1725 0.09 0.00 0.00
Cl -8.4703 -2.0746 6.2567 -0.06 0.02 0.01
C -7.5686 -3.1412 5.1491 0.12 -0.13 -0.08
C -6.7922 -2.3627 4.1133 0.17 0.01 0.09
Cl -7.8633 -1.5502 2.9450 0.03 -0.14 0.04
H -8.2790 -3.8227 4.6856 -0.04 0.10 -0.01
H -6.8815 -3.7250 5.7607 0.03 0.08 -0.01
H -6.1570 -3.0403 3.5433 -0.07 -0.04 0.02
H -6.1581 -1.6055 4.5726 -0.08 0.02 0.00
Cl -0.5918 0.9138 4.1798 0.12 -0.05 0.03
C -0.2848 2.6280 4.5458 -0.07 0.11 0.06
C -0.3904 3.4914 3.3109 -0.05 0.14 0.06
Cl 0.9199 3.1792 2.1502 -0.10 0.02 0.05
H 0.6961 2.7028 5.0113 0.02 -0.03 -0.12
H -1.0343 2.9402 5.2731 -0.04 -0.01 -0.06
H -0.3276 4.5432 3.5904 0.01 -0.04 0.06
H -1.3352 3.3302 2.7949 0.06 -0.09 0.01
```
Positions in Å, forces in eV/Å.

Values from the calculation:
- Maximum force: 0.0551 Eh/bohr
- Charge: -1
- Lowest unoccupied orbital energy: 1.45 eV
- Molecular weight: 1460.74 g/mol
- Frontier orbital gap: 3.9535 eV
- Energy above the lowest of the compared OMol25 structures with the same formula, charge and spin: 53.7 kcal/mol


No. 2
ORCA calculation (ωB97M-V/def2-TZVPD) on 12 unconnected molecules or ions with the total composition C35H72Cl2N8O17.

The geometry in XYZ format:
```
134
Properties=species:S:1:pos:R:3:forces:R:3
C 16.7312 -8.7189 -7.8404 1.08 -1.22 -0.58
C 17.1257 -7.5562 -7.0020 2.15 -0.37 -0.90
O 15.9708 -7.3031 -6.3192 -1.36 1.30 1.68
C 14.9222 -7.6592 -7.0762 -1.23 0.15 1.33
O 13.7916 -7.2873 -6.8589 1.29 -0.61 -0.89
O 15.3445 -8.5502 -7.9771 -1.42 0.17 -1.19
H 16.9100 -9.6677 -7.3345 -0.06 -0.07 0.12
H 17.2525 -8.7692 -8.7964 -0.34 0.14 -0.15
H 17.4051 -6.6959 -7.6102 0.09 0.15 -0.02
H 17.9658 -7.8597 -6.3774 -0.19 0.45 0.39
C 13.1537 -6.5304 -10.8347 -1.84 -2.21 1.46
C 13.8857 -7.4509 -11.7936 -0.64 -0.99 1.49
O 13.9764 -6.7122 -12.9647 0.28 1.85 -0.86
C 13.3853 -5.4905 -12.8079 2.17 -0.81 -1.23
O 13.4929 -4.6627 -13.6897 -1.15 -0.28 1.60
O 12.8751 -5.4067 -11.5761 -0.38 2.87 -1.29
H 13.5753 -6.3679 -9.8428 0.91 0.68 -0.43
H 12.1987 -6.9530 -10.5226 -0.30 -0.21 -0.29
H 13.3178 -8.3240 -12.1148 0.36 -0.39 0.85
H 14.8066 -7.6656 -11.2513 0.42 -0.39 -1.11
C 16.6853 -3.8979 -12.8348 0.61 -0.53 -1.63
C 16.7823 -5.3073 -13.4893 -0.89 2.20 -1.64
O 16.9031 -6.0955 -12.3639 -0.26 -2.06 0.21
C 17.4829 -5.4384 -11.3709 0.47 -0.38 0.06
O 17.9730 -6.0143 -10.4354 -0.41 1.22 -0.08
O 17.4493 -4.1148 -11.6548 0.04 0.05 1.46
H 15.6502 -3.5821 -12.7047 -0.02 -0.17 0.75
H 17.1842 -3.1117 -13.4015 0.08 -0.16 -0.04
H 17.6054 -5.4007 -14.1977 0.49 -0.05 0.49
H 15.9193 -5.5403 -14.1130 -0.17 -0.20 0.53
C 20.6494 -5.6981 -8.6547 0.58 0.74 0.54
C 20.8483 -4.6803 -7.5420 -0.28 -0.51 -0.60
O 20.1603 -4.7134 -6.5348 0.28 0.58 0.21
N 21.8380 -3.7797 -7.8283 -0.28 -0.06 0.16
C 22.1477 -2.6553 -6.9904 -0.07 0.45 1.37
H 20.9313 -5.1704 -9.5658 -0.43 -0.52 -0.43
H 19.6225 -6.0632 -8.6382 0.30 0.02 -0.28
H 21.3764 -6.4910 -8.4790 -0.17 -0.24 -0.12
H 22.2615 -3.8861 -8.7391 0.03 0.26 0.30
H 22.1843 -1.6742 -7.4639 -0.11 -0.27 -0.51
H 23.0471 -2.7470 -6.3815 0.51 -0.35 -0.44
H 21.4081 -2.5914 -6.1922 -0.48 -0.09 -0.31
C 19.5818 -4.3435 -15.9886 -0.60 0.06 -0.93
C 19.3722 -4.7504 -17.4466 -0.34 1.45 0.45
O 19.1038 -3.8590 -18.2585 0.15 -0.31 -0.30
N 19.4238 -6.0479 -17.7032 0.69 0.18 -0.97
C 19.3423 -6.5536 -19.0760 -1.04 -0.49 0.02
H 18.6008 -3.9602 -15.7079 -0.16 -0.29 0.45
H 20.1936 -3.4413 -15.9944 0.48 -0.43 0.20
H 19.9283 -5.1722 -15.3711 0.12 0.36 0.24
H 19.6169 -6.6080 -16.8852 0.64 -0.90 -0.59
H 18.3038 -6.4511 -19.3907 -0.15 -0.16 -0.12
H 19.6067 -7.6068 -19.1698 -0.02 0.02 0.61
H 19.8998 -6.0648 -19.8750 0.47 0.65 0.71
C 15.9933 -0.0126 -12.6197 -0.85 0.37 -1.18
C 15.5253 -0.9349 -11.5321 0.47 0.63 0.71
O 16.3160 -1.1281 -10.6105 -0.68 -0.77 0.21
N 14.2929 -1.4946 -11.5385 -0.60 -0.43 0.45
C 13.7996 -2.3673 -10.4651 0.32 -0.15 0.66
H 17.0426 -0.2042 -12.8438 -0.11 0.09 0.20
H 15.8407 1.0443 -12.4010 0.30 0.00 0.80
H 15.4347 -0.0577 -13.5546 -0.07 -0.63 -0.06
H 13.5414 -1.1580 -12.1233 0.61 0.10 -0.34
H 12.8484 -2.8152 -10.7529 0.19 0.10 -0.14
H 13.6872 -1.9008 -9.4864 -0.27 0.80 -0.18
H 14.4820 -3.1613 -10.1618 0.32 -0.18 -0.85
C 15.4355 -4.1939 -18.6371 0.30 -0.50 1.03
C 15.2510 -4.3888 -17.0987 0.54 -0.49 -1.64
O 15.8649 -5.2493 -16.4926 0.44 -0.19 0.10
N 14.3457 -3.6326 -16.4907 -1.26 0.80 1.09
C 13.5503 -2.5967 -17.0812 0.53 1.16 -0.67
H 14.6078 -4.6757 -19.1575 -0.22 0.25 0.00
H 16.3324 -4.7479 -18.9141 0.04 0.19 0.11
H 15.5460 -3.1527 -18.9400 -0.15 -0.07 0.02
H 14.1941 -3.8004 -15.5064 0.09 -0.38 0.01
H 13.0997 -1.9085 -16.3660 -0.11 -0.61 0.47
H 12.7800 -2.9230 -17.7800 -0.01 -0.23 0.05
H 14.2247 -1.9137 -17.5977 -0.05 0.01 -0.48
C 16.4060 -9.5528 -12.4127 1.61 0.26 0.20
C 15.6076 -10.8299 -12.3819 1.21 1.83 0.02
O 14.4375 -10.6188 -12.4723 -3.77 -0.85 -0.36
N 16.1891 -12.0126 -12.1996 0.64 -0.97 -0.12
C 15.4908 -13.2977 -12.2606 0.04 0.52 0.75
H 17.3691 -9.6238 -12.9182 0.18 -0.18 0.14
H 16.6143 -9.2197 -11.3959 0.22 -0.18 0.25
H 15.8717 -8.7079 -12.8471 -0.29 -0.58 -0.28
H 17.1784 -11.9758 -11.9991 0.22 -0.27 -0.23
H 14.4355 -13.0697 -12.1105 0.00 -0.22 -0.27
H 15.8116 -13.9391 -11.4397 0.06 0.15 0.19
H 15.6633 -13.8888 -13.1600 -0.02 0.45 -0.32
C 14.8557 -2.8322 -6.4937 -0.28 0.97 -0.74
C 16.0185 -3.6979 -6.0699 -0.41 -0.08 -0.73
O 15.8759 -4.2535 -5.0205 0.23 -1.06 2.13
N 17.0910 -3.9222 -6.8593 0.39 -0.26 0.50
C 17.3697 -3.3187 -8.1033 -0.53 0.08 -0.96
H 15.0364 -2.0734 -7.2550 0.29 0.01 -0.11
H 14.4574 -2.3229 -5.6162 0.29 -0.09 0.09
H 14.0163 -3.4249 -6.8574 0.22 -0.43 -0.05
H 17.8396 -4.5458 -6.5931 -0.34 0.00 1.01
H 17.5751 -2.2517 -8.0170 0.06 0.07 -0.24
H 16.5043 -3.5001 -8.7405 0.19 0.43 -0.57
H 18.2180 -3.8609 -8.5210 -0.06 0.33 -0.23
C 21.3545 -10.0594 -15.1311 -0.83 0.00 0.53
C 20.3293 -8.9984 -15.4880 1.92 -0.28 -0.32
O 20.7760 -8.0141 -16.0375 0.52 2.08 -1.13
N 19.0799 -9.0790 -15.1280 -1.46 -0.64 0.88
C 18.0634 -8.0668 -15.3628 -0.80 -0.47 -0.60
H 22.0873 -10.1465 -15.9333 -0.19 -0.04 0.08
H 20.9381 -11.0145 -14.8108 0.02 -0.09 -0.16
H 21.8222 -9.6097 -14.2552 0.35 -0.17 0.08
H 18.8225 -10.0031 -14.8118 -0.63 -0.04 0.35
H 17.3210 -8.0200 -14.5662 0.46 0.01 0.34
H 17.4631 -8.3642 -16.2226 0.02 0.06 -0.31
H 18.4249 -7.0647 -15.5936 0.27 -0.42 0.46
C 19.6816 -1.8541 -10.2081 0.03 -0.41 0.15
C 19.7980 -0.3916 -10.4252 2.61 -0.55 -1.85
O 20.8449 0.1171 -10.8344 0.37 0.07 0.66
N 18.6925 0.2697 -10.3469 -2.96 2.92 1.02
C 18.6068 1.7438 -10.4446 0.54 -0.76 0.37
H 19.6130 -2.0512 -9.1383 0.17 -0.23 -0.03
H 20.5641 -2.3054 -10.6615 -0.16 -0.20 0.20
H 18.7640 -2.2109 -10.6759 0.06 -0.23 0.05
H 17.8233 -0.2272 -10.2136 -0.06 -0.11 0.00
H 17.9734 2.1851 -9.6752 -0.48 -0.44 -0.06
H 18.2553 2.0398 -11.4330 0.21 0.19 0.01
H 19.5852 2.1552 -10.1965 0.12 -0.09 -0.62
Cl 19.5839 0.7718 -15.1654 -0.06 -0.41 -0.76
C 19.4285 -0.4110 -16.5137 -0.71 -1.43 -0.19
C 17.9491 -0.7619 -16.8781 0.45 0.13 0.66
Cl 16.9746 -1.2945 -15.4341 0.29 0.43 -0.25
H 19.9393 -1.3391 -16.2571 -0.19 0.11 0.66
H 20.0030 -0.1358 -17.3982 -0.41 0.79 -0.01
H 17.8122 -1.6723 -17.4616 0.84 0.37 -0.58
H 17.4591 0.1034 -17.3245 -0.14 -0.18 0.14
```
Positions in Å, forces in eV/Å.

Values from the calculation:
- 2S+1: 2
- Maximum force: 0.0832 Eh/bohr
- Charge: -1
- Lowest unoccupied orbital energy (alpha / beta): 1.69 / 1.68 eV
- Expectation value of S²: 0.7504
- Molecular weight: 947.91 g/mol
- Frontier orbital gap (alpha / beta): 1.5596 / 8.7056 eV


Q: Look up the molecular weight of the second one.
A: 947.91 g/mol


Q: Look up the charge of the second one.
A: -1